# 1
Computed, not measured: a molecular structure, C10H17AsMnO7P2S8Te, with ωB97M-V with the def2-TZVPD basis set.

The geometry in XYZ format:
```
47
Properties=species:S:1:pos:R:3:forces:R:3:lowdin_charge:R:1
Mn 8.774538 8.219958 15.726667 -0.1083 -0.4635 -1.5067 0.203
C 6.818216 7.476421 18.710407 -0.0178 0.6003 -0.1923 -0.478
C 8.175127 8.085866 19.108620 -0.1950 -0.5613 -0.1165 -0.425
S 9.316095 8.754717 17.850240 -0.1138 0.8857 0.5599 0.942
C 9.012308 10.574790 17.908286 0.2892 -0.6100 -0.8186 -0.437
C 7.692716 11.008640 17.269861 0.1829 -0.2970 0.1292 -0.440
S 7.371192 10.087593 15.711741 0.2496 -0.0339 0.4097 0.927
C 5.601027 9.710627 15.813699 -0.1518 0.2309 0.2577 -0.444
C 5.047184 8.613046 16.706878 0.2671 -0.6697 -0.0546 -0.515
S 5.420193 8.637661 18.475949 0.2777 0.1848 0.1194 0.907
H 6.479221 6.878227 19.551845 0.1680 -0.1844 0.0721 0.074
H 6.908729 6.831899 17.839965 -0.0195 -0.0579 0.0062 0.057
H 8.772756 7.282361 19.551459 -0.0801 0.1540 0.0783 0.088
H 8.066514 8.882946 19.840304 -0.0145 -0.0022 0.1166 0.084
H 9.878053 10.993021 17.368006 -0.3751 -0.0774 0.2351 0.025
H 9.080471 10.853098 18.951640 -0.0410 0.2161 0.1935 0.092
H 7.704230 12.075298 17.051220 0.1189 -0.0165 -0.1497 0.069
H 6.870215 10.804907 17.945577 -0.1747 -0.1426 0.0012 0.042
H 5.280328 9.533121 14.790644 0.0649 0.0067 -0.1644 0.093
H 5.193697 10.665645 16.121382 -0.2279 0.2962 -0.0569 0.085
H 5.343768 7.627981 16.334804 -0.1919 0.2343 0.0144 0.058
H 3.953745 8.689032 16.651068 0.2159 -0.0384 -0.0341 0.087
O 6.558108 6.097574 13.193641 -0.1195 -0.0459 -0.0969 -0.031
P 7.677826 6.572765 14.164148 0.4548 -0.2798 0.8243 0.264
O 7.240223 6.768275 15.617696 0.5294 -0.0494 -0.3663 -0.301
O 8.231178 7.960153 13.821326 0.1544 -0.1728 0.0857 -0.500
O 8.820338 5.456101 13.999299 0.0820 0.7512 0.3439 -0.244
P 10.254394 5.565359 14.888562 -0.8846 -0.4243 0.7781 0.277
O 11.327545 6.096901 13.861907 0.1094 0.4853 -0.6355 -0.213
O 10.628988 4.264884 15.413186 -0.2362 -0.0990 0.1598 -0.209
O 9.967528 6.763242 15.830918 0.0734 -0.2434 -0.4943 -0.432
H 6.643660 5.202441 12.834368 0.0261 0.0936 0.0567 0.121
H 11.909698 5.393034 13.534852 -0.1285 0.0468 0.2267 0.110
S 10.003482 12.909994 15.252317 0.2235 -0.0357 -0.0913 -0.033
As 11.642071 11.822809 14.729405 -0.3619 0.2449 -0.0099 0.348
S 10.739399 9.360724 14.770526 -0.2633 -0.2875 0.3359 0.177
S 9.956405 9.828564 12.904984 0.1784 -0.0991 -0.0711 -0.111
S 11.337274 11.250125 12.380809 0.0696 -0.0042 -0.0127 0.048
Te 10.464725 7.790651 11.503564 0.1307 0.0310 0.5717 1.218
C 9.908902 8.838364 9.857020 0.3288 0.0111 -0.1194 -1.070
C 8.700419 9.420576 9.609405 -0.1773 -0.0134 0.0107 -0.226
C 8.661726 10.036739 8.331793 0.2082 -0.5234 0.4381 -0.158
C 9.824723 9.847519 7.656542 0.7292 0.1814 -0.2103 -0.388
S 11.024191 9.022653 8.564051 -0.6922 0.3393 -0.1550 0.967
H 7.900592 9.375481 10.342631 -0.0385 0.1046 -0.2775 0.108
H 7.813856 10.534118 7.922928 -0.4127 0.3124 -0.1917 0.105
H 10.086399 10.202700 6.676610 -0.1060 0.0218 -0.1993 0.074
```
Forces are in eV/Å.

As for the total charge: +1. The value obtained for the gap between HOMO and LUMO (spin up / spin down) is 6.0 / 6.0 eV.

***

# 2
Computed, not measured: 2 unconnected molecules or ions with the total composition C10H17BN2O2, with ωB97M-V with the def2-TZVPD basis set.

The geometry in XYZ format:
```
32
Properties=species:S:1:pos:R:3:forces:R:3:lowdin_charge:R:1
B -0.625400 -1.690299 -1.160141 -0.1036 -0.6014 0.8563 -0.356
C 3.090390 -0.162695 1.923417 -0.9457 0.2606 2.1088 -0.166
C 3.091805 -1.160852 0.980325 -0.5237 -1.6107 2.7251 -0.111
C 3.091251 0.849856 0.069968 0.3279 -0.9642 -2.2015 -0.172
C -1.493582 0.399611 -0.911415 1.9343 1.5962 -0.4071 -0.397
C -1.611905 -0.372775 0.438178 -0.1647 -0.4915 -0.1094 -0.455
C -2.794349 0.996478 -1.407988 1.5710 -4.1340 0.8177 0.022
C -0.322480 1.495348 -0.965834 -0.4646 -4.0415 5.3487 0.027
C -3.040003 -0.682442 0.867658 -1.7034 -0.8664 -0.7760 -0.030
C -0.810350 0.187767 1.570898 2.4905 -1.9576 -0.7400 -0.006
C 3.145167 -1.088370 -1.439870 -0.3988 -1.8769 0.1527 0.065
N 3.074826 1.079666 1.347090 0.2361 0.3157 -0.9054 0.051
N 3.085419 -0.551174 -0.191902 0.3164 2.3986 -1.6860 -0.172
O -0.955053 -0.596799 -1.833038 -0.8200 0.4852 -1.1231 0.087
O -0.972045 -1.678032 0.154744 -0.0285 0.0396 -0.1183 0.072
H 2.892713 -0.134532 3.031521 0.6164 -0.7626 -1.4141 0.117
H 2.972580 -2.253891 1.091756 0.2701 0.9602 -0.1325 0.136
H 3.170630 1.463907 -0.882499 -0.2107 -0.2894 1.8933 0.146
H -2.602310 1.108736 -2.408028 -0.3604 0.3175 -2.6950 0.077
H -2.873288 1.885538 -0.957324 -0.9155 3.3854 1.7414 0.059
H -3.519619 0.258171 -1.113498 -0.9351 0.3662 -0.7133 0.076
H -0.153469 1.942619 -1.832496 0.1470 1.6844 -4.1383 0.031
H 0.578100 0.819663 -0.745244 -0.8992 1.5754 -0.1200 0.087
H -0.473446 2.256435 -0.182236 0.3002 -0.3277 -0.1884 0.101
H -3.763937 0.164956 0.971266 0.9714 -0.4679 0.0220 0.109
H -3.078187 -1.281104 1.757289 0.5020 0.1974 1.0163 0.078
H -3.554233 -1.443669 0.217612 0.6049 0.9782 -0.2185 0.113
H 0.265415 0.300157 1.189222 -1.4652 -0.0751 0.9433 0.097
H -0.819437 -0.596183 2.353757 0.0893 0.6899 -0.1729 0.111
H -1.152999 1.104284 1.919815 -0.6950 1.6579 0.7419 0.072
H 3.207308 -0.457980 -2.275300 0.0362 0.8214 -0.7666 0.050
H 2.950497 -2.162398 -1.577703 0.2204 0.7369 0.2588 0.081
```
Forces are in eV/Å.

The value obtained for the gap between HOMO and LUMO (spin up / spin down) is 8.0 / 7.3 eV. As for the energy relative to the best compared isomer or geometry (same formula, charge and spin): 378.9 kJ/mol.

***

# 3
Computed, not measured: a molecular structure, C10H17BaNO2, with ωB97M-V with the def2-TZVPD basis set.

The geometry in XYZ format:
```
31
Properties=species:S:1:pos:R:3:forces:R:3:lowdin_charge:R:1
C 0.755518 -1.007245 -1.352022 -0.1036 -0.9454 -0.3158 -0.340
C 0.125209 1.960248 -2.303377 0.0345 0.2837 0.5818 -0.115
C -0.492524 -1.445659 -2.055056 2.2521 -0.6655 1.8689 -0.203
H 1.288130 -1.962999 -1.170960 -0.0303 0.5398 0.0964 0.085
C -1.026052 1.764230 -1.650547 -0.1081 0.4275 -0.0511 -0.130
H 0.565688 2.967000 -2.276806 -0.1943 -0.3209 0.4218 0.092
H -0.682912 -2.522257 -2.038728 0.0392 0.3643 0.1369 0.044
H -1.407222 2.574765 -1.012177 0.1732 0.0295 -0.4620 0.092
C -1.517349 -0.591410 -2.613751 -1.6372 0.4032 0.1887 -0.306
H -2.402309 -1.245232 -2.729203 0.1206 0.4115 -0.1468 0.102
H -1.292299 -0.226980 -3.627550 -0.2551 0.3046 -0.0419 0.081
C 1.682644 -0.100703 -2.188776 -0.2877 -0.2959 -0.1171 -0.246
H 2.248106 -0.747274 -2.877505 -0.1852 0.1614 0.0969 0.107
H 2.451232 0.381111 -1.553384 0.0493 0.2114 0.2246 0.053
C 0.984672 0.974975 -3.043303 0.4167 0.1879 -0.6769 -0.215
H 0.444936 0.497006 -3.871674 0.1957 0.0392 0.3289 0.098
H 1.784312 1.575884 -3.510662 -0.2113 -0.2872 -0.0225 0.101
C -1.976983 0.612197 -1.737102 -0.0110 -0.7218 -0.4510 -0.206
H -2.934807 0.967832 -2.160895 0.2913 0.2423 0.1741 0.106
H -2.230224 0.261769 -0.720169 0.0714 -0.0774 -0.2487 0.089
Ba 2.419953 -0.123109 1.628642 0.7590 0.7336 -1.0655 1.907
H 0.765353 -0.553614 -0.175971 -0.1487 -0.0995 -1.7690 -0.020
N -0.295075 -0.328872 1.783003 -1.1288 -0.1183 1.0995 -0.119
C -0.385255 -1.702880 2.387856 -0.5171 -0.4995 0.2826 -0.168
C 1.054562 -2.104065 2.506473 1.4427 -0.5510 -0.3191 -0.826
O 1.699727 -1.602815 3.504874 -0.6055 -0.5665 -0.9928 -0.263
O 1.642904 -2.520960 1.442537 -0.7839 0.5571 1.9358 -0.206
H -0.598227 0.341375 2.494876 0.0218 -0.2441 -0.0724 0.086
H -1.009154 -0.246572 1.057029 0.4849 -0.1009 -0.2837 0.065
H -0.827554 -1.693481 3.391193 -0.0913 0.1064 -0.3333 0.121
H -0.901801 -2.424160 1.745534 -0.0534 0.4905 -0.0672 0.130
```
Forces are in eV/Å.

The value obtained for the gap between HOMO and LUMO is 3.2 eV. As for the energy relative to the best compared isomer or geometry (same formula, charge and spin): 0.0 kJ/mol.

***

The records above give, respectively, E_tot values of -8440.9588; -675.9740; -621.8256 Ha.
The records above give, respectively, maximum force values of 1.58; 6.72; 3.00 eV Å⁻¹.